Entry 1:
89
Properties=species:S:1:pos:R:3:forces:R:3:lowdin_spin:R:1 method="wB97M-V/def2-TZVPD" largest_force_ev_per_a=3.4 spin_multiplicity=2 total_energy_ev=-190893.1769 homo_ev="-7.059 / -7.188" lumo_ha="-0.032 / -0.027" total_charge=0
V -0.093541 -0.426026 -0.422646 1.411 -0.875 1.288 1.020
Cl 1.687569 0.557834 -7.375188 -0.024 -0.021 0.050 -0.001
C 1.136291 0.093711 -5.792677 0.028 -0.078 -0.075 -0.001
C 0.920516 -1.251952 -5.505323 0.011 -0.084 -0.083 0.004
C 0.485213 -1.631314 -4.251661 -0.001 -0.325 -0.080 -0.002
C 0.272759 -0.665616 -3.279888 -0.179 -0.147 0.719 0.001
O -0.124469 -0.989019 -2.047949 -0.452 -0.751 -3.243 -0.020
C 0.494836 0.676182 -3.559415 0.029 0.469 0.198 -0.001
C 0.269725 1.705076 -2.551967 -0.100 -0.138 -0.134 0.016
N -0.099381 1.529825 -1.335101 0.042 0.998 0.074 -0.002
C -0.150346 2.760277 -0.560414 0.004 -0.494 -0.196 0.000
C 0.955601 3.553953 -0.518777 0.309 0.089 0.063 -0.001
C 0.989081 4.740009 0.251012 0.092 -0.069 -0.099 0.000
C -0.098093 5.108029 0.978144 -0.064 0.021 0.065 -0.001
C -1.265583 4.304961 0.956007 0.005 0.105 0.021 0.000
C -2.419293 4.644453 1.695927 0.024 0.095 0.056 0.000
C -3.522202 3.850525 1.630654 -0.076 -0.046 -0.004 0.000
C -3.467962 2.704216 0.811517 0.049 -0.003 -0.022 0.000
N -2.419729 2.345344 0.116353 -0.029 0.023 -0.019 0.001
C -1.309457 3.128090 0.178443 -0.124 -0.215 0.005 0.000
C 0.924341 1.053146 -4.832318 0.030 0.239 -0.026 0.004
H 1.103128 -1.998874 -6.269264 -0.013 0.068 0.056 0.000
H 0.329993 -2.673413 -3.997074 0.021 0.050 -0.023 0.000
H 0.428711 2.726753 -2.885073 -0.012 0.110 -0.148 0.001
H 1.850678 3.227367 -1.033847 0.005 0.038 0.042 0.000
H 1.897011 5.331133 0.271755 -0.055 -0.070 0.003 0.000
H -0.085229 6.004085 1.590718 -0.017 -0.082 -0.047 0.000
H -2.404954 5.536174 2.314217 0.001 -0.048 -0.043 0.000
H -4.421374 4.075900 2.188971 0.030 -0.012 -0.024 0.000
H -4.343587 2.062171 0.729818 0.042 0.035 0.019 0.000
H 1.098664 2.099488 -5.058710 -0.014 -0.064 0.011 0.000
S -0.049111 -2.494694 0.625589 0.058 -0.152 -0.202 -0.007
C 1.148826 -3.170031 -0.488041 0.002 -0.125 0.033 0.002
C 1.099238 -4.515821 -0.866950 -0.007 0.097 0.012 0.002
C 2.044035 -5.047591 -1.734347 -0.076 0.031 0.100 0.000
C 3.054035 -4.232248 -2.234400 -0.017 0.004 -0.009 0.004
C 3.111530 -2.899066 -1.860993 0.031 0.090 0.004 -0.001
C 2.166189 -2.345099 -0.991629 0.235 0.049 -0.078 0.005
S 2.267263 -0.638130 -0.527020 -0.303 -0.121 0.035 -0.025
H 0.299183 -5.134379 -0.474497 0.061 0.004 -0.026 0.000
H 1.996865 -6.094345 -2.015424 -0.032 0.084 0.016 0.000
H 3.786409 -4.635289 -2.925552 -0.015 0.038 0.068 0.000
H 3.892499 -2.255697 -2.254732 -0.063 -0.041 0.013 0.000
S -0.814372 1.616405 3.628736 0.055 -0.030 -0.051 0.007
C -0.421314 0.907693 2.263739 0.141 -0.395 -0.679 0.009
N -0.162694 0.365213 1.232839 -0.593 1.636 2.463 -0.008
C -3.867273 0.143554 -1.774545 0.088 0.235 0.147 0.000
As -2.657150 -0.759481 -0.551235 -0.594 -0.492 -0.228 -0.003
C -2.899252 -2.513688 -1.370890 0.032 0.055 0.013 -0.001
C -3.661473 -1.032932 1.120345 -0.014 0.144 -0.079 -0.001
C -5.014227 -1.651218 0.949309 0.005 -0.018 -0.008 0.000
C -6.122671 -0.866510 0.636611 -0.067 0.034 -0.014 0.000
C -7.372305 -1.439912 0.440200 0.012 -0.027 0.009 0.000
C -7.534509 -2.815375 0.557044 0.045 0.014 -0.001 0.000
C -6.440573 -3.606810 0.887866 -0.004 0.048 -0.010 0.000
C -5.193350 -3.027687 1.084074 -0.012 -0.010 -0.020 0.000
H -4.833700 -0.349692 -1.752713 -0.126 -0.053 -0.011 0.000
H -3.435166 0.038697 -2.767520 0.027 -0.004 -0.089 0.000
H -3.961937 1.198766 -1.540261 0.003 0.029 0.006 0.000
H -3.954160 -2.705817 -1.542124 -0.133 -0.011 0.001 0.000
H -2.477319 -3.281621 -0.733214 0.066 -0.088 0.069 0.000
H -2.371163 -2.522589 -2.322803 0.051 0.030 -0.021 0.000
H -3.716153 -0.072434 1.630413 0.040 0.042 0.026 0.000
H -3.001917 -1.676496 1.696983 0.069 -0.071 0.144 0.000
H -6.006437 0.211146 0.555379 -0.013 -0.081 -0.020 0.000
H -8.222386 -0.810794 0.199252 0.059 -0.043 0.013 0.000
H -8.507474 -3.266549 0.396988 0.070 0.037 0.028 0.000
H -6.558480 -4.679506 0.996269 0.008 0.076 -0.007 0.000
H -4.343523 -3.647855 1.352277 -0.045 0.024 -0.042 0.000
C 7.486274 0.506354 1.424802 0.004 0.043 -0.002 0.000
C 6.204217 -0.318460 1.435009 -0.132 0.185 -0.056 0.000
N 5.013291 0.496322 1.247745 0.146 0.099 0.068 0.000
C 4.120598 0.923556 2.166047 -0.104 -0.057 0.039 0.000
S 2.888909 1.998664 1.724699 0.363 -0.147 0.122 0.000
N 4.256261 0.423912 3.409977 -0.279 0.315 0.178 0.000
C 3.375920 0.749875 4.531313 0.157 0.058 -0.101 0.000
C 3.765460 2.034579 5.249556 0.035 0.021 -0.005 0.000
H 8.364943 -0.140110 1.499792 -0.076 0.046 0.006 0.000
H 7.497639 1.211910 2.258021 0.011 -0.017 -0.043 0.000
H 7.560741 1.078458 0.497061 0.018 -0.035 0.060 0.000
H 6.129736 -0.873949 2.366388 -0.012 -0.137 -0.020 0.000
H 6.228912 -1.064189 0.641446 -0.023 -0.064 -0.052 0.000
H 4.825220 0.849346 0.326455 -0.023 0.005 -0.129 0.000
H 5.050122 -0.153085 3.611666 0.026 -0.065 0.029 0.000
H 3.411074 -0.097531 5.215749 -0.008 -0.047 0.006 0.000
H 2.364253 0.830410 4.145853 -0.112 -0.011 -0.051 0.000
H 4.786929 1.974700 5.639088 -0.096 0.014 -0.026 0.000
H 3.086697 2.216958 6.088378 0.072 -0.021 -0.089 0.000
H 3.697901 2.877678 4.559683 0.015 -0.045 0.051 0.000

=====

Entry 2:
15
Properties=species:S:1:pos:R:3:forces:R:3:nbo_charge:R:1 method="wB97M-V/def2-TZVPD" largest_force_ev_per_a=4.6 total_energy_ev=-29361.0619 homo_ev=-8.093 lumo_ha=0.026 total_charge=0
C -0.360650 0.182303 -0.208979 2.804 0.871 -0.514 0.531
C 2.186199 0.378884 0.096896 -0.096 -0.094 -1.631 -0.258
C 1.539923 -0.965918 0.637299 2.918 0.993 -0.927 -0.248
H -3.601362 -1.002800 -0.400958 -0.653 1.204 -1.148 0.077
H -0.728271 -1.388124 -1.163717 -0.847 0.038 1.133 0.416
H -2.076217 3.312910 -0.139708 0.449 -2.892 0.557 0.129
H 3.010337 0.260107 -0.794273 -1.720 0.384 2.863 0.217
H 2.132718 1.399147 0.604063 -0.120 -1.763 -0.620 0.235
H 2.256836 -1.790886 0.400071 -1.376 0.228 0.395 0.209
H 0.932798 -0.961904 1.531216 0.434 -0.060 0.335 0.210
N -1.190396 -0.911178 -0.351673 2.406 0.046 -3.221 -0.841
N -0.479527 1.436073 -0.122281 -0.179 0.052 0.649 -0.632
N 0.974746 -0.238776 -0.460171 -0.369 -0.850 -0.367 -0.453
S -2.564370 -1.546161 0.164193 -1.053 -1.994 2.722 0.264
S -2.032759 1.836318 0.208024 -2.597 3.839 -0.225 0.145

=====

Entry 3:
12
Properties=species:S:1:pos:R:3:forces:R:3:nbo_charge:R:1 method="wB97M-V/def2-TZVPD" largest_force_ev_per_a=5.0 smiles=C#CCCN total_energy_ev=-5748.7429 homo_ev=-9.263 lumo_ha=0.039 total_charge=0
C 2.423177 -0.608524 0.054718 -0.962 0.188 -0.739 -0.286
C 1.363380 -0.049242 -0.191198 4.738 -1.365 0.666 0.021
C 0.296492 0.858437 -0.332374 -1.153 0.148 1.753 -0.507
C -0.838821 0.173095 0.576383 1.093 0.183 -1.018 -0.202
N -1.408230 -0.835240 -0.367426 -2.727 0.285 0.462 -0.843
H 3.379395 -1.138674 0.104107 -1.070 0.453 0.100 0.244
H 0.106137 0.912638 -1.399004 -0.885 0.274 -0.026 0.238
H 0.593261 1.852892 0.068375 -0.224 -0.548 -0.330 0.229
H -0.315739 -0.323395 1.488097 -1.076 0.807 -1.701 0.212
H -1.493859 0.987216 0.910066 -0.333 -0.468 0.118 0.174
H -2.042770 -1.525231 0.146938 1.108 1.348 -0.935 0.363
H -2.062426 -0.303969 -1.058678 1.490 -1.304 1.649 0.355

=====

Entry 4:
41
Properties=species:S:1:pos:R:3:forces:R:3:nbo_charge:R:1 method="wB97M-V/def2-TZVPD" largest_force_ev_per_a=3.7 total_energy_ev=-24890.9118 homo_ev=-11.860 lumo_ha=-0.365 total_charge=+1
Be -2.396751 4.504849 -0.617881 0.106 -0.257 0.010 0.678
O 2.975469 2.425999 3.163889 -1.919 1.101 -1.883 -0.636
C 1.919959 2.888129 2.410519 2.368 -1.718 2.225 0.925
O 0.845819 3.212619 2.937229 -0.796 0.506 -0.082 -0.357
O 1.948919 2.900059 1.188429 -0.070 0.303 -1.277 -0.347
H 2.620539 2.450679 4.055519 0.225 -0.141 0.863 0.505
C -4.492931 -1.010711 -4.397701 -0.295 0.361 -0.269 -0.635
C -4.391051 0.001599 -3.251881 -0.770 -0.211 0.713 -0.074
C -4.701901 -0.688711 -1.860301 0.238 1.955 -0.617 -0.073
O -4.526841 0.326729 -0.906461 1.691 0.221 1.924 -0.518
C -4.607691 -0.203321 0.427109 -1.072 1.116 0.416 -0.279
N -3.128581 0.808099 -3.259971 -1.169 -1.501 0.395 -0.726
H -4.014561 -0.663551 -5.313531 0.512 0.011 0.146 0.219
H -5.531541 -1.029091 -4.727881 -0.170 -0.583 0.338 0.232
H -4.120191 -1.997241 -4.122141 -0.052 0.007 -0.160 0.220
H -5.202871 0.711459 -3.410551 0.013 0.179 0.159 0.196
H -4.043751 -1.510911 -1.579341 -0.091 -0.426 -0.524 0.176
H -5.764161 -0.869901 -1.696451 -0.162 -1.202 -1.060 0.200
H -5.670351 -0.233951 0.667709 -0.234 -0.488 0.128 0.186
H -4.222531 0.491509 1.173409 0.322 0.444 -0.463 0.193
H -4.150991 -1.155351 0.697629 0.184 -0.259 -0.941 0.190
H -2.428141 0.147899 -2.954021 0.748 0.206 0.098 0.358
H -2.971651 0.980009 -4.242781 0.410 0.363 -0.149 0.367
C 7.489149 2.881359 -1.789191 0.623 0.553 -0.059 -0.253
O 6.570439 3.929009 -2.079441 -0.476 -0.594 0.410 -0.709
H 7.214109 1.898999 -2.173131 -0.136 0.087 -0.413 0.161
H 8.413129 3.251659 -2.233291 0.183 -0.582 0.101 0.189
H 7.623019 2.754559 -0.714891 0.165 0.157 0.136 0.159
H 5.855389 3.775149 -1.457661 -0.358 0.376 -0.172 0.453
C 1.449379 -2.200321 -1.211141 1.233 0.805 1.067 -0.249
O 1.959909 -1.264631 -2.153731 -0.520 -0.277 -0.980 -0.726
H 2.245819 -2.266401 -0.469911 -0.198 -0.523 0.505 0.166
H 0.575899 -1.794551 -0.700771 -0.355 -0.312 -0.135 0.152
H 1.304669 -3.211131 -1.592491 -0.171 0.438 -0.523 0.195
H 2.269629 -0.487601 -1.682681 -0.008 -0.124 0.076 0.463
C 2.543659 -3.249991 7.284859 0.435 0.277 -0.379 -0.243
O 1.212939 -3.385031 6.880279 -1.066 -0.331 0.136 -0.721
H 3.041549 -4.181401 7.554439 -0.135 -0.270 -0.067 0.162
H 2.994519 -2.857081 6.373569 0.643 0.171 0.414 0.177
H 2.641809 -2.575381 8.135359 0.171 0.276 -0.115 0.161
H 0.650779 -3.504091 7.649299 -0.048 -0.114 0.008 0.464